Computed, not measured: 15 unconnected molecules or ions with the total composition C72H189N15O21 at a distorted geometry, with ωB97M-V with the def2-TZVPD basis set.

Positions of all 297 atoms, in Å:
C -8.28 21.05 3.64
O -7.90 22.37 3.11
C -8.77 22.88 2.15
C -8.15 24.17 1.80
N -7.10 24.04 0.80
C -6.47 25.44 0.57
C -5.53 25.33 -0.57
O -4.57 24.24 -0.44
C -3.84 24.33 0.80
H -7.31 20.58 3.83
H -8.79 20.38 2.94
H -8.81 21.02 4.59
H -9.77 22.84 2.56
H -8.64 22.24 1.27
H -7.78 24.65 2.71
H -8.86 24.82 1.30
H -6.37 23.43 1.15
H -5.98 25.71 1.50
H -7.29 26.10 0.28
H -5.00 26.26 -0.73
H -6.18 25.05 -1.40
H -3.23 25.23 0.80
H -3.15 23.50 0.98
H -4.55 24.22 1.63
C 1.82 31.17 6.25
O 2.00 30.03 7.14
C 2.96 30.40 8.13
C 3.68 29.28 8.65
N 4.20 28.44 7.59
C 4.57 27.15 8.07
C 5.60 26.49 7.04
O 4.85 25.78 6.00
C 5.58 25.35 4.91
H 1.48 31.98 6.89
H 1.22 31.10 5.34
H 2.73 31.63 5.88
H 2.44 30.90 8.95
H 3.71 31.07 7.70
H 2.97 28.70 9.25
H 4.52 29.59 9.27
H 3.47 28.43 6.89
H 3.77 26.47 8.35
H 5.08 27.23 9.04
H 6.08 25.66 7.57
H 6.30 27.21 6.63
H 6.53 25.88 4.85
H 4.89 25.35 4.06
H 5.92 24.33 5.09
C -7.18 18.10 -0.84
O -6.61 18.79 0.29
C -6.57 20.21 0.16
C -5.19 20.71 -0.44
N -4.18 20.45 0.60
C -2.83 20.67 0.28
C -1.93 20.80 1.55
O -0.60 20.90 1.06
C 0.33 20.82 2.14
H -6.61 18.32 -1.74
H -8.22 18.44 -0.87
H -7.13 17.06 -0.52
H -6.68 20.66 1.14
H -7.44 20.54 -0.42
H -5.09 21.78 -0.63
H -4.91 20.18 -1.36
H -4.38 19.53 0.95
H -2.76 21.60 -0.28
H -2.48 19.84 -0.33
H -2.08 19.94 2.21
H -2.09 21.70 2.13
H 0.27 19.84 2.62
H 0.21 21.61 2.88
H 1.34 20.79 1.73
C 2.80 25.35 -7.40
O 3.07 26.32 -8.46
C 4.09 25.77 -9.35
C 5.40 25.60 -8.56
N 5.87 26.83 -7.80
C 6.94 26.54 -6.82
C 8.33 26.02 -7.26
O 8.28 24.71 -7.93
C 9.53 24.06 -8.14
H 1.93 25.78 -6.90
H 3.57 25.17 -6.65
H 2.51 24.44 -7.92
H 4.17 26.49 -10.17
H 3.91 24.77 -9.75
H 6.14 25.29 -9.31
H 5.32 24.64 -8.04
H 5.00 27.26 -7.50
H 6.60 25.80 -6.10
H 7.00 27.48 -6.26
H 8.70 25.82 -6.25
H 8.98 26.76 -7.74
H 10.08 24.01 -7.20
H 10.09 24.56 -8.93
H 9.31 23.02 -8.37
C 9.45 27.97 -3.47
O 8.96 27.78 -2.13
C 9.72 26.88 -1.25
C 9.10 26.95 0.20
N 7.69 26.52 0.21
C 7.34 25.07 0.24
C 7.84 24.53 1.57
O 7.19 23.26 1.66
C 8.06 22.30 2.29
H 9.49 27.07 -4.09
H 10.53 28.14 -3.46
H 8.91 28.81 -3.90
H 10.78 27.10 -1.28
H 9.63 25.91 -1.74
H 9.35 27.96 0.50
H 9.73 26.41 0.90
H 7.20 26.94 -0.56
H 7.78 24.47 -0.56
H 6.25 24.97 0.28
H 7.67 25.22 2.39
H 8.92 24.41 1.55
H 7.43 21.43 2.48
H 8.32 22.66 3.29
H 8.92 22.01 1.68
C 6.00 26.64 -2.96
O 4.62 26.31 -3.05
C 4.34 24.92 -3.16
C 4.48 24.14 -1.81
N 3.63 24.64 -0.80
C 3.62 23.78 0.41
C 2.76 24.29 1.58
O 1.38 24.16 1.22
C 0.40 24.60 2.14
H 6.56 25.99 -3.63
H 6.34 26.55 -1.93
H 6.30 27.64 -3.29
H 4.96 24.40 -3.89
H 3.30 24.95 -3.49
H 5.48 24.12 -1.39
H 4.39 23.07 -1.97
H 2.67 24.67 -1.11
H 4.62 23.78 0.86
H 3.30 22.75 0.33
H 2.99 25.31 1.87
H 2.94 23.62 2.42
H 0.50 23.99 3.04
H -0.60 24.33 1.81
H 0.62 25.62 2.48
C 3.88 28.39 1.72
C 4.30 28.53 3.20
C 5.72 29.00 3.54
O 6.16 30.39 3.12
C 7.14 30.32 2.05
N 3.39 29.52 3.66
H 3.95 29.29 1.11
H 2.87 28.01 1.54
H 4.41 27.59 1.21
H 4.10 27.60 3.73
H 6.33 28.17 3.20
H 5.97 29.06 4.60
H 7.34 31.34 1.72
H 6.71 29.87 1.15
H 8.08 29.89 2.39
H 3.43 29.61 4.67
H 3.85 30.32 3.25
C 8.27 23.79 -4.07
C 7.52 22.42 -4.11
C 7.42 21.78 -5.46
O 8.54 21.69 -6.28
C 8.23 20.85 -7.37
N 8.44 21.74 -3.34
H 9.25 23.67 -4.53
H 8.44 24.11 -3.04
H 7.85 24.58 -4.69
H 6.57 22.41 -3.57
H 6.63 22.36 -5.95
H 6.98 20.80 -5.25
H 9.08 20.71 -8.03
H 7.44 21.24 -8.01
H 7.96 19.91 -6.90
H 9.13 21.50 -4.04
H 8.00 20.88 -3.06
C -0.74 19.46 -4.54
C 0.24 18.55 -3.89
C 0.78 19.13 -2.47
O 1.57 20.22 -2.83
C 2.20 20.79 -1.68
N -0.40 17.31 -3.59
H -1.67 19.48 -3.97
H -0.92 19.23 -5.59
H -0.42 20.50 -4.56
H 1.09 18.37 -4.55
H 1.31 18.25 -2.08
H 0.07 19.51 -1.74
H 3.15 20.34 -1.41
H 1.77 20.51 -0.72
H 2.31 21.87 -1.64
H -0.88 16.90 -4.38
H -1.21 17.64 -3.08
C 5.33 31.01 -4.46
C 5.09 31.82 -3.15
C 3.74 32.50 -3.25
O 3.91 33.83 -3.94
C 2.72 34.57 -4.19
N 5.17 30.96 -1.97
H 6.25 30.42 -4.40
H 5.64 31.59 -5.33
H 4.50 30.31 -4.57
H 5.86 32.55 -2.92
H 3.39 32.80 -2.26
H 2.89 31.97 -3.67
H 2.04 33.89 -4.70
H 2.97 35.51 -4.69
H 2.52 34.88 -3.17
H 5.84 30.24 -2.18
H 4.32 30.43 -1.89
C 5.07 19.01 1.09
C 4.11 18.68 2.28
C 3.82 19.83 3.19
O 4.94 20.12 3.88
C 4.73 20.80 5.14
N 2.88 18.10 1.75
H 5.32 18.06 0.62
H 6.00 19.49 1.39
H 4.55 19.62 0.35
H 4.46 17.83 2.87
H 3.08 19.42 3.87
H 3.44 20.74 2.73
H 4.12 21.71 5.15
H 5.71 20.85 5.61
H 4.19 20.10 5.78
H 2.96 17.73 0.82
H 2.46 17.43 2.38
C -4.97 24.26 5.49
C -3.61 24.58 4.93
C -3.05 23.38 4.19
O -2.60 22.55 5.26
C -2.21 21.29 4.93
N -3.59 25.64 3.97
H -5.62 25.01 5.93
H -4.87 23.39 6.15
H -5.48 23.72 4.69
H -2.88 24.80 5.71
H -2.19 23.53 3.55
H -3.88 23.01 3.58
H -2.13 20.74 5.86
H -1.23 21.18 4.48
H -2.96 20.78 4.32
H -3.59 26.52 4.48
H -2.73 25.71 3.44
C 1.60 22.63 5.67
C 1.65 23.26 6.99
C 1.02 24.73 6.78
O 1.29 25.40 8.04
C 0.82 26.74 8.00
N 0.75 22.44 7.83
H 2.40 23.11 5.11
H 0.63 22.63 5.18
H 1.94 21.59 5.60
H 2.62 23.29 7.49
H -0.06 24.73 6.60
H 1.39 25.29 5.92
H 0.81 27.20 8.99
H -0.19 26.68 7.58
H 1.39 27.37 7.31
H -0.22 22.40 7.55
H 0.57 22.87 8.73
C -2.29 23.44 -5.90
C -1.52 24.39 -4.93
C -1.19 23.82 -3.58
O -0.79 24.93 -2.74
C -1.19 24.62 -1.44
N -0.34 24.91 -5.56
H -3.38 23.42 -5.86
H -2.09 22.44 -5.50
H -2.03 23.57 -6.95
H -2.21 25.22 -4.78
H -0.50 22.98 -3.46
H -2.09 23.32 -3.22
H -2.27 24.67 -1.43
H -1.00 25.45 -0.77
H -0.91 23.76 -0.83
H 0.12 24.04 -5.76
H 0.12 25.31 -4.75
C 1.16 28.37 -2.71
C 2.18 29.25 -2.00
C 1.56 29.80 -0.65
O 0.57 30.78 -0.78
C -0.29 30.95 0.36
N 3.42 28.53 -1.94
H 0.91 27.48 -2.13
H 1.63 27.91 -3.58
H 0.33 28.96 -3.10
H 2.44 30.07 -2.68
H 2.28 30.44 -0.15
H 1.39 29.04 0.12
H -0.66 31.98 0.41
H 0.13 30.82 1.35
H -1.21 30.37 0.28
H 3.58 28.20 -2.88
H 3.35 27.67 -1.42

Kohn-Sham gap: 0.3285 Ha
net charge: 0
LUMO energy: 0.4 eV
relative energy (zero: lowest compared OMol25 entry of this formula, charge and spin): 173.7 kcal per mole